No. 1
A structure of composition C34H37BrCl5N2O2PbSi. Source: the OMol25 dataset; level of theory: ωB97M-V/def2-TZVPD.

## Properties
Energy = -6935.258560 a.u.
HOMO = -4.11 eV
Charge = -1
M = 998.14 g/mol

The geometry in XYZ format:
```
83
Properties=species:S:1:pos:R:3:lowdin_charge:R:1
Pb -0.728 -0.078 -1.123 1.224
Br -3.519 7.333 -1.933 0.661
Cl -0.235 -3.824 -7.928 0.623
Cl 1.044 -1.184 -6.867 0.653
Cl -1.580 -5.146 -2.850 0.673
Cl -1.478 -5.843 -5.896 0.644
Cl 0.919 -0.475 -3.842 0.687
Si 1.484 0.000 0.676 0.767
O -0.412 -2.571 -2.195 -0.268
O -0.276 2.284 -1.672 -0.249
N -2.289 -1.407 0.342 0.000
N -2.325 1.353 0.318 -0.008
C -0.825 -4.349 -5.325 -0.716
C 4.326 0.796 0.545 -0.104
C -0.588 4.451 -2.472 -0.007
C -2.357 -2.715 0.246 -0.122
C 0.165 -0.358 3.199 -0.108
C -2.737 2.543 0.020 -0.095
C -2.501 5.721 -1.803 -0.704
C -1.314 5.601 -2.549 -0.133
C -4.246 0.562 3.420 -0.079
C -3.571 1.289 2.428 -0.022
C -0.865 -4.043 -3.976 -0.605
C 2.129 -1.855 0.781 -0.630
C -0.347 -2.829 -3.430 -0.519
C 3.086 -2.134 1.946 -0.104
C -2.917 4.710 -0.994 -0.111
C -2.980 -0.766 1.318 -0.177
C -4.336 -0.800 3.355 -0.047
C 0.923 -2.802 0.889 -0.125
C -2.973 0.664 1.348 -0.219
C -3.093 -3.506 1.145 -0.029
C 0.241 -1.964 -4.408 -0.582
C 2.940 1.134 -0.020 -0.621
C 2.835 -2.238 -0.528 -0.106
C 0.291 -2.273 -5.757 -0.711
C -3.701 -1.490 2.301 -0.157
C 2.663 2.614 0.285 -0.109
C -3.739 -2.897 2.183 -0.008
C 2.312 0.850 3.419 -0.102
C 2.996 1.020 -1.549 -0.140
C -2.191 3.498 -0.887 -0.127
C -0.983 3.329 -1.662 -0.380
C 1.093 0.650 2.506 -0.612
C -0.253 -3.464 -6.239 -0.739
C 0.358 2.001 2.452 -0.109
H 0.329 -2.762 -0.027 0.028
H 1.050 2.827 2.298 0.058
H -3.504 2.364 2.530 0.109
H 2.576 -2.060 2.908 0.057
H 2.186 -2.059 -1.391 0.059
H -1.799 -3.163 -0.572 0.075
H 3.931 -1.443 1.951 0.059
H -3.827 4.827 -0.416 0.101
H 1.973 1.177 4.411 0.082
H -4.706 1.100 4.239 0.103
H -0.993 6.419 -3.181 0.096
H 1.275 -3.834 1.013 0.088
H 0.673 -1.306 3.382 0.058
H -4.283 -3.472 2.923 0.115
H -4.876 -1.358 4.110 0.108
H 4.336 0.815 1.637 0.056
H 1.641 2.886 0.026 0.064
H 4.669 -0.187 0.219 0.058
H 3.075 -0.009 -1.899 0.037
H 2.844 2.851 1.335 0.057
H 3.336 3.241 -0.313 0.084
H -0.373 2.031 1.650 0.045
H 0.269 -2.568 1.731 0.055
H -0.162 2.180 3.402 0.080
H -0.731 -0.557 2.609 0.056
H 3.485 -3.154 1.867 0.080
H 2.885 -0.068 3.548 0.057
H -3.099 -4.580 1.018 0.108
H 3.864 1.573 -1.931 0.084
H 3.073 -3.309 -0.514 0.086
H -3.644 2.905 0.515 0.117
H 0.329 4.335 -3.036 0.114
H 2.979 1.620 3.031 0.055
H -0.156 0.035 4.172 0.082
H 3.770 -1.696 -0.670 0.057
H 2.102 1.470 -1.981 0.040
H 5.056 1.534 0.191 0.081
```

No. 2
An isolated molecule of C12H11NO in a non-equilibrium geometry. Source: the OMol25 dataset; level of theory: ωB97M-V/def2-TZVPD.

## Properties
Energy = -593.760263 a.u.
HOMO = -8.17 eV
SMILES string = Cc1cc(/C=C/c2ccccc2)on1
ΔE to the lowest compared entry with this formula, charge and spin = 284.1 kJ/mol
M = 185.23 g/mol

The geometry in XYZ format:
```
25
Properties=species:S:1:pos:R:3:lowdin_charge:R:1
O 2.128 -1.638 -0.918 -0.008
N 3.258 -1.469 -1.850 0.126
C -4.274 0.268 2.162 -0.063
C 3.446 -0.162 -2.086 -0.369
C -3.373 1.289 1.876 -0.114
C -2.206 1.058 1.265 -0.041
C 0.497 0.201 -0.012 0.008
C 2.497 0.596 -1.391 -0.010
C -3.821 -1.081 2.028 -0.057
C -1.708 -0.269 1.113 -0.233
C -2.538 -1.304 1.484 -0.057
C 1.702 -0.287 -0.768 -0.223
C 4.668 0.347 -2.670 -0.049
C -0.424 -0.630 0.571 -0.030
H -2.128 -2.304 1.291 0.114
H -1.767 1.946 0.786 0.121
H -3.666 2.295 1.987 0.093
H 4.516 1.373 -3.072 0.090
H 2.261 1.630 -1.419 0.116
H 0.297 1.205 -0.108 0.074
H 5.175 -0.164 -3.535 0.100
H -5.283 0.373 2.489 0.089
H -0.220 -1.696 0.412 0.119
H -4.447 -1.997 2.238 0.117
H 5.410 0.419 -1.874 0.089
```

No. 3
A cluster of 12 separate species, C44H100O32P4 in total in a non-equilibrium geometry. Source: the OMol25 dataset; level of theory: ωB97M-V/def2-TZVPD.

## Properties
Energy = -5509.855557 a.u.
HOMO = -10.01 eV
SMILES string = COP(=O)(OC)OC.COP(=O)(OC)OC.COP(=O)(OC)OC.COP(=O)(OC)OC.CCOC(C)=O.CCOC(C)=O.CCOC(C)=O.CCOC(C)=O.CCOC(C)=O.CCOC(C)=O.CCOC(C)=O.CCOC(C)=O
ΔE to the lowest compared entry with this formula, charge and spin = 590.8 kJ/mol
M = 1265.15 g/mol

The geometry in XYZ format:
```
180
Properties=species:S:1:pos:R:3:lowdin_charge:R:1
P 17.227 2.654 -10.547 0.464
P 15.159 5.252 -15.895 0.483
P 10.487 2.585 -8.607 0.468
P 11.124 10.365 -16.622 0.469
O 8.342 10.555 -13.056 -0.011
O 18.207 3.633 -11.342 -0.194
O 17.597 2.426 -9.124 -0.241
O 13.078 6.504 -9.910 0.075
O 9.868 5.248 -15.727 0.068
O 15.763 3.354 -10.752 -0.253
O 5.196 8.276 -7.125 0.055
O 15.322 6.136 -14.523 -0.223
O 12.091 9.719 -17.515 -0.215
O 17.608 9.436 -8.504 0.065
O 8.907 2.456 -8.927 -0.219
O 11.276 3.208 -9.693 -0.246
O 5.397 9.275 -9.146 0.014
O 9.680 10.514 -17.246 -0.200
O 16.588 10.013 -10.549 -0.042
O 7.621 11.173 -4.674 0.005
O 11.389 11.958 -16.198 -0.247
O 8.902 3.751 -14.413 0.002
O 13.721 5.849 -16.410 -0.245
O 12.752 14.842 -8.084 -0.032
O 8.878 9.974 -11.055 0.085
O 6.040 11.554 -6.214 0.058
O 16.283 5.327 -16.867 -0.244
O 14.703 13.805 -7.249 0.046
O 13.825 8.572 -6.218 0.083
O 10.975 1.138 -8.089 -0.219
O 13.357 9.303 -4.163 -0.026
O 10.898 9.615 -15.178 -0.233
O 14.772 3.774 -15.400 -0.227
O 17.122 1.385 -11.556 -0.214
O 11.413 7.983 -9.674 0.037
O 10.548 3.428 -7.203 -0.212
C 10.835 2.363 -13.691 -0.058
C 16.918 0.089 -11.095 -0.139
C 12.283 0.744 -7.727 -0.093
C 11.404 4.570 -7.109 -0.115
C 5.374 10.397 -4.180 0.026
C 14.067 14.787 -7.708 -0.462
C 14.132 9.218 -5.252 -0.520
C 12.000 7.002 -10.219 -0.571
C 9.005 10.772 -11.957 -0.542
C 10.618 14.089 -8.800 -0.055
C 9.981 11.869 -4.885 -0.044
C 11.213 6.399 -11.364 0.039
C 17.127 12.285 -10.055 -0.071
C 3.040 9.936 -8.458 -0.065
C 15.632 2.896 -14.606 -0.060
C 8.195 3.568 -9.485 -0.090
C 14.735 16.131 -7.854 0.012
C 4.031 9.255 -9.412 -0.228
C 5.875 8.823 -8.022 -0.518
C 13.784 6.916 -17.397 -0.076
C 8.601 11.340 -16.692 -0.052
C 11.956 8.894 -14.532 -0.101
C 6.368 11.138 -5.097 -0.499
C 11.029 9.870 -8.279 -0.018
C 8.029 8.389 -14.123 -0.042
C 15.311 10.214 -5.182 0.046
C 15.520 8.483 -9.130 0.020
C 16.704 9.342 -9.355 -0.473
C 12.665 12.468 -15.955 -0.135
C 7.387 8.816 -8.052 0.032
C 10.018 3.660 -13.460 -0.160
C 17.459 11.058 -10.927 -0.206
C 7.341 9.570 -13.331 -0.156
C 8.844 4.679 -15.334 -0.580
C 12.530 6.941 -3.695 -0.053
C 8.598 11.826 -5.540 -0.191
C 15.324 4.454 -9.961 -0.096
C 12.137 8.422 -4.048 -0.134
C 11.922 8.606 -8.516 -0.175
C 17.972 4.568 -12.376 -0.096
C 7.538 4.868 -15.933 0.006
C 14.494 6.034 -13.450 -0.144
C 11.699 13.917 -7.734 -0.206
C 9.884 11.999 -11.894 0.039
H 10.691 11.371 -5.546 0.047
H 10.368 12.879 -4.753 0.068
H 11.918 8.789 -13.448 0.071
H 10.493 12.116 -12.791 0.080
H 2.164 10.305 -8.991 0.071
H 2.753 9.245 -7.665 0.072
H 12.000 12.879 -7.588 0.102
H 3.740 8.206 -9.461 0.124
H 8.220 8.654 -15.163 0.053
H 3.876 9.705 -10.393 0.118
H 9.988 9.551 -8.231 0.049
H 10.761 4.452 -13.553 0.100
H 10.968 14.113 -9.832 0.073
H 15.355 5.334 -10.604 0.049
H 11.616 8.602 -4.988 0.095
H 7.990 11.816 -17.459 0.090
H 17.377 12.144 -9.004 0.074
H 8.673 4.510 -9.752 0.079
H 13.997 6.959 -13.160 0.087
H 11.111 10.714 -8.963 0.067
H 17.583 -0.373 -10.365 0.096
H 8.311 12.824 -5.870 0.122
H 17.718 13.126 -10.417 0.070
H 13.454 6.888 -3.119 0.078
H 12.414 0.363 -6.714 0.089
H 7.493 5.565 -16.770 0.097
H 15.651 7.504 -9.591 0.084
H 16.915 4.655 -12.629 0.046
H 15.262 16.252 -8.801 0.089
H 11.833 6.532 -2.963 0.067
H 10.702 7.146 -11.971 0.067
H 16.124 12.710 -10.019 0.067
H 8.876 12.051 -15.913 0.087
H 3.429 10.883 -8.083 0.079
H 11.365 8.726 -3.341 0.108
H 15.500 16.160 -7.079 0.089
H 17.274 11.223 -11.988 0.121
H 10.498 5.728 -10.889 0.077
H 13.449 11.719 -16.063 0.085
H 14.007 16.931 -7.721 0.085
H 12.945 8.974 -8.588 0.089
H 7.925 10.615 -16.238 0.065
H 10.940 5.219 -6.366 0.081
H 9.228 12.866 -11.979 0.094
H 15.390 8.463 -8.048 0.078
H 12.742 12.983 -14.997 0.083
H 11.430 14.107 -6.695 0.114
H 18.262 5.611 -12.249 0.094
H 15.990 4.613 -9.113 0.093
H 15.849 -0.097 -10.993 0.093
H 18.543 4.317 -13.269 0.094
H 4.666 11.004 -3.616 0.081
H 11.190 2.308 -14.720 0.077
H 10.196 15.087 -8.680 0.077
H 13.751 5.262 -13.651 0.090
H 15.711 10.398 -4.185 0.083
H 12.907 9.425 -14.567 0.087
H 13.805 7.828 -16.800 0.064
H 11.859 6.031 -12.160 0.066
H 14.742 6.797 -17.903 0.073
H 15.730 1.902 -15.043 0.092
H 15.162 5.722 -12.647 0.062
H 14.289 4.278 -9.669 0.080
H 14.668 8.923 -9.648 0.077
H 8.969 7.980 -13.756 0.071
H 12.645 6.218 -4.502 0.058
H 15.525 2.865 -13.522 0.076
H 6.820 5.136 -15.159 0.090
H 14.814 11.088 -5.604 0.084
H 5.806 9.661 -3.502 0.082
H 7.246 7.650 -14.297 0.065
H 12.890 6.917 -18.021 0.093
H 6.470 9.944 -13.869 0.120
H 16.169 10.016 -5.824 0.079
H 16.651 3.207 -14.836 0.076
H 7.251 3.913 -16.374 0.098
H 9.871 11.424 -3.896 0.082
H 12.421 4.384 -6.765 0.088
H 7.415 3.736 -8.742 0.092
H 4.641 9.867 -4.788 0.074
H 7.644 7.848 -7.622 0.094
H 18.485 10.784 -10.683 0.121
H 7.719 9.709 -7.524 0.062
H 11.947 7.845 -7.735 0.115
H 10.553 12.091 -11.039 0.064
H 11.676 2.400 -13.000 0.075
H 11.190 10.237 -7.265 0.044
H 9.572 3.471 -12.484 0.106
H 12.836 13.226 -16.719 0.089
H 12.675 -0.027 -8.390 0.092
H 7.725 3.140 -10.370 0.089
H 8.622 11.262 -6.473 0.090
H 17.169 -0.573 -11.924 0.082
H 9.830 13.376 -8.554 0.076
H 11.584 5.207 -7.975 0.062
H 6.991 9.109 -12.407 0.108
H 10.250 1.451 -13.571 0.073
H 12.019 7.867 -14.891 0.088
H 7.812 8.796 -9.056 0.068
H 12.891 1.649 -7.722 0.082
```

no.,HOMO-LUMO gap (eV)
1,5.64
2,8.01
3,10.11